C2H3BrN2S as an isolated structure in a non-equilibrium geometry, computed with ωB97M-V/def2-TZVPD.

Output
relative energy (zero: lowest compared OMol25 entry of this formula, charge and spin) = 328.8 kJ/mol
spin multiplicity = 1
HOMO-LUMO gap = 8.620 eV
charge = 0
highest occupied orbital energy = -0.320 hartree
strongest force on any atom = 3.70 eV/Å

Last column: Löwdin charge in e.
Atoms and positions in Å:
1 Br -2.57553 -1.83954 -0.39562  0.647
2 S 1.14651 0.01329 -0.31693  0.853
3 N -1.68488 -0.26331 -0.36684  -0.595
4 N -1.22102 -0.01471 -1.60631  -0.164
5 C -0.01000 0.24359 -1.68134  -0.449
6 C -0.05491 -0.23531 0.89028  -0.424
7 H 0.43936 0.46495 -2.54738  0.027
8 H -0.39432 0.59614 1.56792  0.056
9 H -0.10349 -1.21513 1.45691  0.048

Force components x, y, z for each atom (eV/Å):
Br -0.7 -1.5 0.2
S -0.2 0.0 -0.3
N 1.7 1.5 1.7
N -0.5 -0.3 1.0
C 0.6 -0.6 2.3
C -3.2 -0.7 0.4
H 1.5 1.1 -3.2
H 0.5 -0.7 -1.1
H 0.4 1.1 -1.0